Record 1
ORCA calculation (ωB97M-V/def2-TZVPD) on the ion C4H8N with charge +1 in a non-equilibrium geometry.

XYZ file:
```
13
C4H8N (ωB97M-V/def2-TZVPD)
C -0.47 -1.28 1.53
C 0.41 0.04 1.48
C 0.35 0.56 0.13
C 0.18 0.62 -1.06
N 0.08 0.88 -2.46
H -1.32 -0.89 0.91
H -0.69 -1.47 2.52
H -0.06 -2.21 1.10
H 1.44 0.11 1.77
H -0.22 0.84 1.97
H -0.75 0.27 -2.72
H 1.11 0.60 -2.67
H -0.07 1.92 -2.51
```

## Properties
- Kohn-Sham gap (eV) = 10.5
- net charge = +1
- structure (SMILES) = CCC#C[NH3+]
- E_LUMO (eV) = -4.41



Record 2
ORCA calculation (ωB97M-V/def2-TZVPD) on the ion C4H8N with charge +1 in a non-equilibrium geometry.

XYZ file:
```
13
C4H8N (ωB97M-V/def2-TZVPD)
C 1.73 0.69 -0.06
C 0.43 -0.08 -0.10
C 0.36 -1.40 -0.51
C -1.93 0.17 0.26
N -0.55 0.65 0.42
H 1.69 1.70 -0.46
H 2.02 0.82 0.99
H 2.61 0.18 -0.48
H -0.57 -1.94 -0.58
H 1.25 -2.02 -0.62
H -2.29 0.38 -0.76
H -2.13 -0.85 0.58
H -2.53 0.77 0.94
```

## Properties
- Kohn-Sham gap (eV) = 7.7
- net charge = +1
- E_LUMO (eV) = -8.65



Record 3
ORCA calculation (ωB97M-V/def2-TZVPD) on a cluster of 2 separate species, C4H8N in total in a non-equilibrium geometry.

XYZ file:
```
13
C4H8N (ωB97M-V/def2-TZVPD)
C 0.17 0.83 -0.06
C -0.89 1.46 0.73
C -1.10 0.24 0.01
C -2.15 -0.81 -0.01
N 2.63 -0.15 -0.50
H 1.20 0.37 -0.37
H -1.43 2.16 1.34
H -2.28 -1.35 1.00
H -2.01 -1.54 -0.79
H -3.04 -0.25 -0.24
H 2.48 -1.15 -0.28
H 3.02 0.21 0.35
H 3.40 -0.01 -1.18
```

## Properties
- Kohn-Sham gap (alpha / beta) (eV) = 7.3 / 7.2
- net charge = +1
- <S²> = 2.03
- 2S+1 = 3
- E_LUMO (alpha / beta) (eV) = -3.68 / -8.87



Ordered energy relative to the best compared isomer or geometry (same formula, charge and spin) results: 59.2; 68.3; 59.5; unit kcal per mole.